(1)
The following is a DFT calculation (wB97M-V/def2-TZVPD) of a structure of composition C58H80GeN10O6P4V in a non-equilibrium geometry.

Frontier orbital gap (alpha / beta), eV: 4.75 / 4.79
Lowest unoccupied orbital energy (alpha / beta), Eh: -0.0540 / -0.0527
Multiplicity: 2
Max |F|, eV/A: 2.65
Relative energy (zero: lowest compared OMol25 entry of this formula, charge and spin), kJ/mol: 205.8
Total charge: 0
HOMO energy (alpha / beta), eV: -6.216 / -6.221
⟨S²⟩: 0.814
Total energy, eV: -207983.8604

Atoms and positions in Å:
1 V -0.77591 -1.09292 0.48300
2 C 4.52255 -2.77789 -0.72032
3 C 3.59579 -3.05128 -1.90690
4 C 4.27525 -2.52319 -3.16760
5 P 1.82638 -2.44433 -1.53071
6 C 1.70226 -0.88176 -2.53749
7 N 2.32079 0.18228 -1.79166
8 Ge 1.44289 0.75150 -0.08389
9 N 2.77424 -0.28098 1.25555
10 C 2.46183 -1.56433 1.83124
11 P 0.67666 -1.89769 2.15084
12 C 0.38740 -1.19148 3.88449
13 C -0.46504 -2.12538 4.74439
14 C 1.62530 -0.72590 4.64570
15 C 0.70536 -3.75919 2.37365
16 C 1.82916 -4.30895 3.25028
17 C 0.71806 -4.44754 1.01174
18 C 4.08610 0.06012 1.18378
19 C 5.14928 -0.65307 1.77298
20 C 6.46297 -0.27193 1.60817
21 C 6.79028 0.82578 0.82819
22 C 5.76771 1.54601 0.24047
23 C 4.44204 1.20702 0.44550
24 N 3.39176 1.98950 -0.14494
25 C 3.64381 2.10529 -1.55662
26 C 4.39656 3.13647 -2.08427
27 C 4.78768 3.11033 -3.41373
28 C 4.40404 2.04499 -4.21325
29 C 3.59375 1.04800 -3.71580
30 C 3.16224 1.06287 -2.37777
31 C 3.17850 3.25644 0.46364
32 C 4.11227 3.92029 1.23595
33 C 3.88987 5.22316 1.65137
34 C 2.69647 5.85301 1.32025
35 C 1.71631 5.18308 0.63106
36 C 1.91754 3.85749 0.17773
37 N 1.04448 3.08408 -0.46417
38 C -0.25841 3.53999 -0.78984
39 P -0.83772 2.72510 -2.39177
40 C -2.58694 3.42482 -2.33572
41 C -3.40862 2.61254 -1.33808
42 C -3.24805 3.33375 -3.70833
43 C -0.10926 3.84497 -3.71627
44 C 0.08850 5.31503 -3.37391
45 C 1.20541 3.21850 -4.16113
46 C 0.85139 -3.66724 -2.58839
47 C -0.61442 -3.24574 -2.61515
48 C 1.33289 -3.91988 -4.01375
49 H 5.55242 -3.02704 -0.97810
50 H 4.25312 -3.37029 0.15468
51 H 4.51017 -1.72220 -0.45356
52 H 3.47611 -4.13909 -2.00291
53 H 4.55745 -1.47832 -3.05054
54 H 3.65471 -2.63239 -4.05166
55 H 5.18798 -3.09874 -3.32979
56 H 0.63776 -0.65840 -2.67503
57 H 2.14175 -1.02765 -3.52359
58 H 2.99430 -1.70688 2.78052
59 H 2.76212 -2.37838 1.15138
60 H -0.20738 -0.29756 3.65492
61 H 0.14155 -2.91575 5.17861
62 H -1.25174 -2.57730 4.14267
63 H -0.92550 -1.57681 5.56604
64 H 2.28651 -1.55828 4.87588
65 H 1.31749 -0.28102 5.59232
66 H 2.17702 0.02654 4.08398
67 H -0.26158 -3.99091 2.83858
68 H 2.80498 -4.15127 2.79741
69 H 1.69413 -5.38261 3.37037
70 H 1.82602 -3.86286 4.24020
71 H 1.68364 -4.33934 0.51804
72 H -0.05859 -4.02289 0.37264
73 H 0.52209 -5.51127 1.13778
74 H 4.94828 -1.54373 2.34679
75 H 7.24158 -0.86237 2.07066
76 H 7.81673 1.11640 0.66723
77 H 6.00988 2.38584 -0.39245
78 H 4.69540 3.95809 -1.44846
79 H 5.39484 3.90608 -3.81340
80 H 4.72151 2.00267 -5.24544
81 H 3.28503 0.26992 -4.39347
82 H 5.04489 3.43986 1.48780
83 H 4.65719 5.74910 2.19922
84 H 2.53635 6.88085 1.60670
85 H 0.78224 5.68408 0.42949
86 H -0.33768 4.63012 -0.86742
87 H -0.97322 3.19563 -0.02606
88 H -2.55273 4.46931 -1.99912
89 H -3.70972 1.66997 -1.78888
90 H -4.30482 3.15676 -1.04011
91 H -2.82784 2.37721 -0.44735
92 H -2.99984 2.37490 -4.16273
93 H -2.92239 4.13052 -4.37293
94 H -4.33208 3.39617 -3.61297
95 H -0.81868 3.76292 -4.54548
96 H 0.89363 5.43246 -2.64983
97 H -0.81907 5.77168 -2.98087
98 H 0.37150 5.86412 -4.27297
99 H 1.91023 3.19414 -3.33458
100 H 1.65824 3.78147 -4.97576
101 H 1.03801 2.19877 -4.50025
102 H 0.92450 -4.61044 -2.02647
103 H -0.76013 -2.43834 -3.32819
104 H -0.94118 -2.89984 -1.62465
105 H -1.23906 -4.08369 -2.92508
106 H 1.39622 -2.99675 -4.58616
107 H 0.61579 -4.56707 -4.51555
108 H 2.29334 -4.42523 -4.03308
109 C -3.11584 3.58829 4.00859
110 N -1.98382 2.77077 4.41143
111 C -2.46422 1.70151 5.27414
112 N -3.52719 0.90959 4.68504
113 C -4.61029 1.78420 4.27834
114 N -4.16295 2.82054 3.36465
115 C -3.74328 2.29208 2.09118
116 P -2.26782 1.09238 2.17279
117 C -1.25685 2.26504 3.26982
118 C -3.06649 0.11177 3.57241
119 H -2.76854 4.37266 3.33142
120 H -3.53701 4.05550 4.90444
121 H -2.84412 2.15669 6.19473
122 H -1.62386 1.04914 5.52635
123 H -5.02068 2.26817 5.17051
124 H -5.38223 1.18513 3.79144
125 H -3.47876 3.14348 1.45771
126 H -4.58112 1.75267 1.63745
127 H -0.95019 3.11612 2.65101
128 H -0.34142 1.78176 3.62813
129 H -2.36244 -0.63016 3.94660
130 H -3.92598 -0.40342 3.13213
131 N -1.82492 -2.27652 0.80192
132 C -2.73130 -3.23730 1.02525
133 C -3.36471 -3.33680 2.28123
134 C -4.29693 -4.32117 2.52944
135 C -4.62629 -5.24113 1.54548
136 C -4.02532 -5.15317 0.29987
137 C -3.09411 -4.17186 0.03127
138 H -3.11691 -2.60680 3.03727
139 H -4.77771 -4.36725 3.49480
140 H -5.34991 -6.01419 1.74471
141 H -4.28857 -5.85894 -0.47358
142 H -2.63936 -4.11148 -0.94731
143 O -1.39348 0.05413 -3.20235
144 C -1.80987 -0.24510 -2.08934
145 O -1.14552 -0.09608 -1.00874
146 C -3.18917 -0.84837 -1.95854
147 C -3.85570 -0.86177 -0.73961
148 C -5.10013 -1.49171 -0.64766
149 C -5.70183 -2.06724 -1.76122
150 C -5.04713 -1.98420 -2.97941
151 C -3.78970 -1.38733 -3.08868
152 N -5.66331 -2.52624 -4.15831
153 O -5.06255 -2.40313 -5.21023
154 O -6.74295 -3.07337 -4.03970
155 N -5.75825 -1.53158 0.61287
156 O -6.78393 -2.18421 0.71926
157 O -5.25353 -0.89466 1.53604
158 H -3.43083 -0.38454 0.13698
159 H -6.66528 -2.54876 -1.67874
160 H -3.30053 -1.33576 -4.05086

***

(2)
The following is a DFT calculation (wB97M-V/def2-TZVPD) of a cluster of 12 separate species, C58H95N5O24 in total in a non-equilibrium geometry.

Frontier orbital gap, eV: 8.52
Lowest unoccupied orbital energy, Eh: -0.0274
Multiplicity: 1
Max |F|, eV/A: 4.17
Relative energy (zero: lowest compared OMol25 entry of this formula, charge and spin), kJ/mol: 559.8
Total charge: 0
Structure (SMILES): O=[N+]([O-])c1ccccc1.O=[N+]([O-])c1ccccc1.O=[N+]([O-])c1ccccc1.O=[N+]([O-])c1ccccc1.O=[N+]([O-])c1ccccc1.COCCOC.COCCOC.COCCOC.COCCOC.COCCOC.COCCOC.COCCOC
HOMO energy, eV: -9.264
Total energy, eV: -118249.3830

Atoms and positions in Å:
1 C 2.15528 2.28393 -13.10725
2 C 0.77051 2.33702 -13.20999
3 C -0.10878 1.87155 -12.23546
4 C 0.42603 1.46251 -11.01452
5 C 1.83171 1.34655 -10.90938
6 C 2.71277 1.72103 -11.93443
7 N -0.44123 1.18820 -9.85715
8 O -1.66700 1.35480 -9.94010
9 O 0.07622 1.10445 -8.77384
10 H 2.78671 2.79554 -13.81854
11 H 0.35387 2.73100 -14.12519
12 H -1.18143 1.89795 -12.35844
13 H 2.26462 1.06187 -9.96178
14 H 3.78573 1.70115 -11.81290
15 C -6.43207 2.09584 -1.78307
16 C -6.65646 3.43868 -1.63257
17 C -6.27489 4.29284 -2.62314
18 C -5.63242 3.82837 -3.75397
19 C -5.43444 2.47824 -4.01541
20 C -5.82695 1.61045 -2.97614
21 N -5.00813 4.83414 -4.60582
22 O -4.02956 4.47036 -5.23756
23 O -5.40779 5.96906 -4.73153
24 H -6.78992 1.39657 -1.04188
25 H -7.20345 3.78218 -0.76700
26 H -6.51470 5.33767 -2.49190
27 H -4.82490 2.13774 -4.83937
28 H -5.69450 0.54658 -3.10668
29 C -2.16126 0.88204 11.23415
30 C -3.41594 0.37344 11.44227
31 C -4.31046 0.23136 10.40018
32 C -3.96177 0.65193 9.11725
33 C -2.66823 1.09936 8.89262
34 C -1.76135 1.22203 9.94392
35 N -4.91353 0.65040 8.00540
36 O -4.53803 1.02786 6.84993
37 O -6.02580 0.21955 8.25255
38 H -1.49267 1.03225 12.06892
39 H -3.83276 0.22113 12.42688
40 H -5.30573 -0.11038 10.64319
41 H -2.46662 1.52197 7.91940
42 H -0.76170 1.61860 9.84477
43 C 7.34130 0.08054 3.26093
44 C 6.84100 1.33590 3.61276
45 C 6.09479 1.48147 4.76774
46 C 5.76072 0.32566 5.48732
47 C 6.33376 -0.90097 5.17211
48 C 7.18427 -1.03311 4.06203
49 N 4.87013 0.43880 6.65738
50 O 4.57956 -0.64117 7.21842
51 O 4.43335 1.48756 7.02185
52 H 7.81923 -0.05055 2.30134
53 H 7.21405 2.19108 3.06879
54 H 5.81743 2.45036 5.15597
55 H 6.11814 -1.80172 5.72758
56 H 7.52279 -2.03026 3.82225
57 C 2.01645 -5.95459 1.59458
58 C 1.85233 -6.21505 0.24365
59 C 2.49183 -5.42127 -0.69245
60 C 3.26747 -4.36895 -0.34033
61 C 3.36566 -4.10507 1.07117
62 C 2.72196 -4.80173 2.00722
63 N 3.91910 -3.54791 -1.38731
64 O 3.74115 -3.83517 -2.56742
65 O 4.56195 -2.65231 -0.88152
66 H 1.50489 -6.53341 2.34935
67 H 1.16707 -6.98933 -0.06831
68 H 2.41133 -5.70845 -1.73045
69 H 4.05677 -3.33088 1.37018
70 H 2.89712 -4.53896 3.04002
71 C 2.60708 7.56694 1.38118
72 O 3.38029 6.44451 0.97956
73 C 2.79454 5.18085 1.32688
74 C 1.57919 4.76376 0.53576
75 O 0.42367 5.54004 0.79956
76 C -0.68424 5.22851 0.02911
77 H 3.04865 8.48675 0.99769
78 H 2.51435 7.72361 2.45586
79 H 1.61269 7.53509 0.93591
80 H 2.58922 5.23581 2.39595
81 H 3.66207 4.55786 1.10919
82 H 1.25380 3.77737 0.86631
83 H 1.89063 4.85960 -0.50439
84 H -0.43108 5.29566 -1.02894
85 H -1.47794 5.95079 0.22008
86 H -0.95763 4.19129 0.22285
87 C -0.50466 -8.30868 -4.82270
88 O -0.61484 -6.85680 -4.90722
89 C -0.13193 -6.36782 -6.17882
90 C -0.83146 -5.06233 -6.63131
91 O -2.23601 -5.25052 -6.89149
92 C -2.88158 -4.01434 -7.05008
93 H -1.24284 -8.80470 -5.45291
94 H -0.63652 -8.55485 -3.76907
95 H 0.46918 -8.71466 -5.09639
96 H -0.24054 -7.16949 -6.90933
97 H 0.95570 -6.31541 -6.22798
98 H -0.42014 -4.70800 -7.57650
99 H -0.66624 -4.32365 -5.84700
100 H -3.91474 -4.33744 -6.92243
101 H -2.75145 -3.53285 -8.01927
102 H -2.71687 -3.22163 -6.32030
103 C 4.50625 2.35712 -5.12127
104 O 5.38541 3.10102 -5.97462
105 C 6.30219 2.22275 -6.67584
106 C 7.46013 2.87796 -7.36344
107 O 6.89603 3.44506 -8.54982
108 C 7.86407 3.96319 -9.38979
109 H 5.11803 1.96578 -4.30844
110 H 4.06248 1.53321 -5.68015
111 H 3.67631 2.93741 -4.71809
112 H 5.60483 1.74374 -7.36310
113 H 6.63603 1.48640 -5.94479
114 H 8.21015 2.13215 -7.62676
115 H 7.93798 3.63017 -6.73579
116 H 8.23243 4.93850 -9.07168
117 H 7.43280 4.07715 -10.38434
118 H 8.77141 3.42177 -9.65753
119 C -9.65992 -1.87756 -2.46251
120 O -8.68093 -2.85290 -2.09516
121 C -8.40434 -3.79264 -3.10911
122 C -7.51806 -4.90412 -2.62187
123 O -6.30543 -4.29855 -2.21739
124 C -5.17447 -5.10989 -2.36318
125 H -10.51654 -2.35266 -2.94060
126 H -9.25342 -1.07793 -3.08175
127 H -9.96542 -1.36639 -1.54956
128 H -7.90785 -3.21727 -3.89049
129 H -9.38599 -4.16571 -3.40113
130 H -7.38631 -5.46836 -3.54511
131 H -7.88429 -5.46979 -1.76514
132 H -5.07609 -5.43286 -3.39957
133 H -5.35681 -5.97098 -1.72023
134 H -4.26113 -4.61217 -2.03732
135 C 6.34397 7.07321 9.73972
136 O 4.97572 7.16956 9.40405
137 C 4.52960 6.36025 8.25169
138 C 2.98731 6.27179 8.03542
139 O 2.74583 6.34839 6.64413
140 C 1.40267 6.24459 6.25444
141 H 6.58879 7.70849 10.59096
142 H 6.95760 7.34903 8.88211
143 H 6.68391 6.06877 9.99192
144 H 4.96916 5.36884 8.14206
145 H 4.84768 6.90637 7.36362
146 H 2.47899 7.11465 8.50373
147 H 2.52093 5.38047 8.45513
148 H 0.70844 6.82594 6.86120
149 H 1.15091 5.18497 6.29848
150 H 1.19199 6.55495 5.23103
151 C 0.00650 -0.20078 2.56422
152 O -1.11755 0.54657 2.07096
153 C -2.11018 -0.20965 1.44241
154 C -1.51282 -1.06082 0.24644
155 O -0.86653 -0.27246 -0.75590
156 C -0.69205 -0.93471 -1.92237
157 H -0.38150 -1.07821 3.08159
158 H 0.59158 0.31623 3.32479
159 H 0.70646 -0.59293 1.82641
160 H -2.83610 0.49447 1.03577
161 H -2.71096 -0.85567 2.08259
162 H -2.27066 -1.72031 -0.17647
163 H -0.78892 -1.69847 0.75385
164 H 0.13642 -1.64303 -1.91810
165 H -0.34385 -0.15611 -2.60109
166 H -1.63145 -1.32693 -2.31195
167 C -3.74616 -7.62292 4.65796
168 O -3.18101 -6.49827 5.20632
169 C -3.68247 -6.13989 6.47292
170 C -2.94417 -4.79652 7.01688
171 O -1.69926 -5.20646 7.49658
172 C -0.79540 -4.18560 7.81254
173 H -4.83205 -7.59409 4.56800
174 H -3.47847 -8.39276 5.38169
175 H -3.39235 -7.94231 3.67770
176 H -3.80776 -6.91946 7.22437
177 H -4.72259 -5.95375 6.20534
178 H -3.54954 -4.33910 7.79944
179 H -2.89909 -4.02605 6.24717
180 H -1.14067 -3.52726 8.60971
181 H -0.63818 -3.41375 7.05913
182 H 0.12338 -4.68719 8.11645